No. 1
C4H7KO3 as an isolated structure in a non-equilibrium geometry, computed with ωB97M-V/def2-TZVPD.

Structure (XYZ):
```
15
Properties=species:S:1:pos:R:3:nbo_charge:R:1
H 3.3389 0.9106 -0.7961 -0.72
O 0.0029 -1.2498 0.0892 -0.49
C -0.7611 -0.1693 0.1245 1.01
O -0.3837 0.9334 0.4790 -0.74
O -1.9827 -0.4698 -0.2395 -0.48
C -2.9652 0.5740 -0.1627 -0.26
H -3.0333 0.9471 0.8656 0.19
H -2.6964 1.3894 -0.8439 0.19
H -3.9061 0.1100 -0.4676 0.20
C 1.3317 -1.1376 0.5494 -0.07
H 1.4189 -0.9589 1.6253 0.17
C 2.3287 -0.9559 -0.3531 -0.38
H 2.0912 -0.9285 -1.4193 0.23
H 3.3547 -1.0680 0.0055 0.24
K 1.8616 2.0731 0.5436 0.88
```

Properties
* spin multiplicity: 1
* E_LUMO: -0.26 eV
* energy above the lowest of the compared OMol25 structures with the same formula, charge and spin: 35.76 kcal/mol
* highest occupied orbital energy: -0.2162 hartree
* net charge: 0


No. 2
C4H7MgO2 as an isolated structure in a non-equilibrium geometry, computed with ωB97M-V/def2-TZVPD.

Structure (XYZ):
```
14
Properties=species:S:1:pos:R:3:nbo_charge:R:1
H 3.1025 0.3653 -0.0053 0.21
O 2.2300 -1.2272 0.9228 -0.62
C 2.3079 -0.0048 0.6754 0.27
H 1.7852 0.6518 1.4057 0.13
C 0.3254 0.3968 -0.9009 -0.60
C -0.9957 0.5265 -0.4982 -0.13
C -2.1296 -0.3583 -0.0861 -0.09
H 0.8635 1.3314 -1.0836 0.25
H 0.5653 -0.4674 -1.5317 0.24
H -1.2393 1.5682 -0.2450 0.21
H -1.7298 -0.8750 -1.1465 0.15
H -3.1021 0.1624 -0.1086 0.22
O -1.9076 -1.0367 1.0638 -1.01
Mg -0.0756 -1.0329 1.5381 1.79
```

Properties
* spin multiplicity: 1
* E_LUMO: -5.83 eV
* energy above the lowest of the compared OMol25 structures with the same formula, charge and spin: 53.89 kcal/mol
* highest occupied orbital energy: -0.4756 hartree
* net charge: +1


No. 3
C4H7N as an isolated structure in a non-equilibrium geometry, computed with ωB97M-V/def2-TZVPD.

Structure (XYZ):
```
12
Properties=species:S:1:pos:R:3:nbo_charge:R:1
C 1.2182 -0.9484 0.1738 -0.59
C 0.1757 -0.1327 -0.5501 -0.28
C -1.2416 -0.0150 0.0872 -0.64
C -0.0832 1.2019 -0.1610 0.29
N -0.1200 2.4264 0.1117 -0.54
H 0.9971 -2.0094 0.0264 0.22
H 2.2207 -0.7368 -0.2092 0.22
H 1.2051 -0.7392 1.2500 0.21
H 0.1406 -0.2803 -1.6267 0.24
H -1.3463 -0.5184 1.0596 0.21
H -1.0821 1.9631 0.4293 0.44
H -2.0843 -0.2112 -0.5910 0.22
```

Properties
* spin multiplicity: 1
* E_LUMO: 0.95 eV
* energy above the lowest of the compared OMol25 structures with the same formula, charge and spin: 89.14 kcal/mol
* highest occupied orbital energy: -0.3123 hartree
* net charge: 0


No. 4
C4H7N in the gas phase in a non-equilibrium geometry, computed with ωB97M-V/def2-TZVPD.

Structure (XYZ):
```
12
Properties=species:S:1:pos:R:3:nbo_charge:R:1
C 1.3656 0.7796 0.6319 -0.67
C -1.2783 -0.1456 -0.2919 0.08
C -0.1097 -0.8244 -0.7624 -0.27
C 0.8773 -0.5441 0.1309 -0.07
N -2.4594 -0.5499 -0.5566 -0.64
H -3.1857 0.1276 -0.3324 0.33
H -1.0338 0.9367 -0.1863 0.15
H -0.2240 -1.7955 -1.2256 0.22
H 1.5928 -1.3470 0.2817 0.19
H 1.1593 1.5782 -0.0804 0.23
H 0.8603 1.0347 1.5643 0.23
H 2.4357 0.7498 0.8267 0.23
```

Properties
* spin multiplicity: 1
* E_LUMO: 0.67 eV
* energy above the lowest of the compared OMol25 structures with the same formula, charge and spin: 50.71 kcal/mol
* highest occupied orbital energy: -0.3315 hartree
* SMILES string: [H]/N=C/C=C\C
* net charge: 0


No. 5
C4H7N in the gas phase in a non-equilibrium geometry, computed with ωB97M-V/def2-TZVPD.

Structure (XYZ):
```
12
Properties=species:S:1:pos:R:3:nbo_charge:R:1
C -1.8520 -0.7707 -0.4314 0.09
C -0.8659 0.1618 0.7878 -0.42
C 0.2089 -0.6326 0.0181 -0.09
C 1.2291 0.3176 -0.5590 -0.62
N -0.7811 -1.3981 -0.8577 -0.39
H -2.7970 -1.0564 -0.5507 0.16
H -0.9340 1.2004 0.6537 0.21
H -1.2116 -0.2407 1.6448 0.21
H 0.6305 -1.4102 0.6133 0.20
H 2.1735 -0.2495 -0.7898 0.22
H 1.5602 0.8249 0.2722 0.21
H 0.7544 1.0530 -1.3234 0.22
```

Properties
* spin multiplicity: 1
* E_LUMO: 1.14 eV
* energy above the lowest of the compared OMol25 structures with the same formula, charge and spin: 73.40 kcal/mol
* highest occupied orbital energy: -0.3327 hartree
* SMILES string: C[C@H]1CC=N1
* net charge: 0


No. 6
C4H7N in the gas phase in a non-equilibrium geometry, computed with ωB97M-V/def2-TZVPD.

Structure (XYZ):
```
12
Properties=species:S:1:pos:R:3:nbo_charge:R:1
C 1.4956 -0.8663 1.3384 0.27
C 0.4440 0.0680 0.5906 -0.27
C -1.0394 -0.2871 0.8829 -0.60
C 0.9716 0.0814 -0.9917 -0.59
N 2.2036 -1.6212 1.9498 -0.35
H 0.5461 1.0897 0.8398 0.23
H -1.3920 0.4707 1.5634 0.22
H -1.1310 -1.2441 1.2746 0.22
H -1.6073 -0.2821 -0.1182 0.22
H 1.8818 0.6166 -1.1114 0.22
H 0.2058 0.3605 -1.6868 0.21
H 1.2970 -0.9828 -1.3080 0.22
```

Properties
* spin multiplicity: 1
* E_LUMO: 0.89 eV
* energy above the lowest of the compared OMol25 structures with the same formula, charge and spin: 26.62 kcal/mol
* highest occupied orbital energy: -0.4145 hartree
* SMILES string: CC(C)C#N
* net charge: 0


No. 7
C4H7N in the gas phase in a non-equilibrium geometry, computed with ωB97M-V/def2-TZVPD.

Structure (XYZ):
```
12
Properties=species:S:1:pos:R:3:nbo_charge:R:1
C -2.1261 0.1303 0.0428 0.28
C -0.0229 1.3676 0.1513 -0.60
C -0.1231 -1.3120 -0.1841 -0.62
C -0.6859 0.0691 -0.5081 -0.29
N -3.1317 0.0952 0.5673 -0.35
H 0.8175 1.0342 0.8026 0.22
H 0.4306 2.0653 -0.6076 0.22
H -0.7264 1.8625 0.7830 0.23
H 0.0474 -1.6619 0.8150 0.23
H -0.6710 -2.1750 -0.5559 0.23
H 0.9266 -1.3823 -0.5936 0.21
H -0.7104 0.1701 -1.5523 0.24
```

Properties
* spin multiplicity: 1
* E_LUMO: 0.92 eV
* energy above the lowest of the compared OMol25 structures with the same formula, charge and spin: 15.71 kcal/mol
* highest occupied orbital energy: -0.4273 hartree
* SMILES string: CC(C)C#N
* net charge: 0


No. 8
C4H7N in the gas phase in a non-equilibrium geometry, computed with ωB97M-V/def2-TZVPD.

Structure (XYZ):
```
12
Properties=species:S:1:pos:R:3:nbo_charge:R:1
C 1.3828 -0.9593 -0.1412 -0.62
C 1.1226 0.4567 0.3785 -0.37
C -0.0830 1.0002 -0.2603 -0.52
C -1.2076 0.0817 -0.1487 0.29
H 1.5970 -0.9928 -1.2196 0.20
H 0.5819 -1.6504 0.0032 0.22
H 2.2652 -1.2602 0.2972 0.21
H 1.9942 1.0360 0.1753 0.21
H 0.9350 0.5872 1.5394 0.20
H 0.1786 1.2290 -1.2745 0.24
H -0.3048 1.9770 0.1476 0.25
N -2.0766 -0.6289 0.1946 -0.32
```

Properties
* spin multiplicity: 1
* E_LUMO: 0.90 eV
* energy above the lowest of the compared OMol25 structures with the same formula, charge and spin: 14.27 kcal/mol
* highest occupied orbital energy: -0.4213 hartree
* SMILES string: CCCC#N
* net charge: 0


No. 9
C4H7N in the gas phase in a non-equilibrium geometry, computed with ωB97M-V/def2-TZVPD.

Structure (XYZ):
```
12
Properties=species:S:1:pos:R:3:nbo_charge:R:1
C 0.9163 -0.8048 1.3169 -0.64
C 0.1244 0.0653 0.3602 0.16
C -0.3931 1.2192 0.8087 -0.47
C -0.8446 -0.1666 -1.6958 -0.04
N 0.2097 -0.2491 -0.9977 -0.40
H 1.2405 -0.2775 2.2083 0.22
H 0.1912 -1.5635 1.6197 0.22
H 1.7531 -1.3043 0.8394 0.22
H -0.8890 1.8241 0.0554 0.19
H -0.0752 1.6721 1.7335 0.21
H -0.8373 -0.0451 -2.7728 0.17
H -1.8268 -0.2310 -1.2231 0.15
```

Properties
* spin multiplicity: 1
* E_LUMO: 0.89 eV
* energy above the lowest of the compared OMol25 structures with the same formula, charge and spin: 34.68 kcal/mol
* highest occupied orbital energy: -0.3252 hartree
* SMILES string: C=NC(=C)C
* net charge: 0


No. 10
A 2-piece molecular cluster, C4H7N2 overall in a non-equilibrium geometry, computed with ωB97M-V/def2-TZVPD.

Structure (XYZ):
```
13
Properties=species:S:1:pos:R:3:nbo_charge:R:1
C -1.7458 -0.0970 0.0023 0.09
C -2.5998 0.8841 0.0425 -0.47
C 1.7551 0.6060 -0.1127 0.17
C -1.2486 -1.4142 -0.0120 0.15
N -0.3387 -0.5017 -0.0546 -0.39
N 2.6531 -0.2862 0.0864 -0.62
H -3.6579 0.6886 0.0938 0.24
H -2.2857 1.9121 0.0272 0.22
H 1.4694 0.8776 -1.1185 0.24
H 1.3571 1.1858 0.7069 0.24
H -1.3636 -2.4728 0.0018 0.24
H 3.0400 -0.8323 -0.6805 0.44
H 2.9654 -0.5499 1.0174 0.44
```

Properties
* spin multiplicity: 1
* E_LUMO: -4.54 eV
* energy above the lowest of the compared OMol25 structures with the same formula, charge and spin: 105.27 kcal/mol
* highest occupied orbital energy: -0.4742 hartree
* net charge: +1